No. 1
An isolated molecule of C10H14N2O5S in a non-equilibrium geometry. Source: OMol25; level of theory: wB97M-V/def2-TZVPD.

Atoms and positions in Å:
C: 1.69 -2.36 5.14
C: 2.42 -0.98 4.99
O: 2.19 -0.64 3.67
C: 1.01 0.04 3.33
O: 0.15 0.32 4.16
C: 0.63 0.30 1.92
C: -0.77 0.21 1.49
C: -0.78 0.69 0.25
O: -2.03 0.82 -0.41
N: 0.52 0.82 -0.17
C: 1.04 1.42 -1.39
C: 0.47 2.87 -1.71
C: -0.63 2.81 -2.82
S: -0.02 1.51 -3.88
O: -1.10 0.60 -4.26
O: 1.10 1.89 -4.72
C: 0.75 0.54 -2.58
N: 1.36 0.60 0.86
H: 0.62 -2.34 5.25
H: 2.06 -2.85 6.13
H: 1.95 -2.94 4.22
H: 3.46 -1.26 5.09
H: 2.23 -0.09 5.64
H: -1.61 -0.21 2.00
H: -2.64 0.46 0.20
H: 2.06 1.76 -1.36
H: 0.24 3.45 -0.88
H: 1.33 3.45 -2.24
H: -0.79 3.71 -3.47
H: -1.54 2.62 -2.27
H: 1.57 -0.08 -2.95
H: -0.04 -0.19 -2.32

Properties
SMILES = CCOC(=O)c1cc(O)n([C@@H]2CCS(=O)(=O)C2)n1
Kohn-Sham gap = 0.3687 Ha
highest occupied orbital energy = -0.353 Eh
relative energy (zero: lowest compared OMol25 entry of this formula, charge and spin) = 3.500 eV

These are the Löwdin partial charges, in e, on atoms 1 to 4: number 1, C, carries -0.06; number 2, C, carries -0.24; number 3, O, carries -0.05; number 4, C, carries -0.35

No. 2
C23H30BF4NORuS3 as an isolated structure in a non-equilibrium geometry. Source: OMol25; level of theory: wB97M-V/def2-TZVPD.

Atoms and positions in Å:
Ru: -0.14 1.48 0.25
C: 4.10 -4.03 0.22
C: 2.77 -3.68 -0.46
C: 3.06 -2.68 -1.59
C: 2.16 -4.94 -1.07
C: 1.82 -3.10 0.58
C: 1.39 -3.92 1.65
C: 0.54 -3.48 2.63
C: 0.08 -2.17 2.55
S: -1.01 -1.32 3.60
C: -0.87 0.06 2.62
N: -0.07 -0.07 1.59
C: 0.49 -1.34 1.51
C: 1.37 -1.80 0.53
C: -1.53 1.35 2.73
C: -2.40 1.76 3.72
C: -2.94 3.05 3.65
C: -2.62 3.92 2.61
C: -1.75 3.53 1.60
C: -1.21 2.24 1.68
H: 4.80 -4.44 -0.51
H: 3.97 -4.78 1.01
H: 4.56 -3.15 0.67
H: 3.69 -3.16 -2.34
H: 3.60 -1.80 -1.23
H: 2.14 -2.36 -2.09
H: 2.82 -5.34 -1.84
H: 1.19 -4.72 -1.54
H: 2.01 -5.73 -0.33
H: 1.75 -4.94 1.71
H: 0.24 -4.13 3.44
H: 1.68 -1.13 -0.27
H: -2.67 1.10 4.53
H: -3.63 3.37 4.41
H: -3.05 4.91 2.58
H: -1.51 4.20 0.78
C: 2.47 2.11 1.91
S: 2.17 1.91 0.13
C: 2.27 3.62 -0.39
H: 1.72 2.75 2.35
H: 3.46 2.55 2.04
H: 2.46 1.12 2.37
H: 3.23 4.00 -0.04
H: 1.45 4.21 0.03
H: 2.22 3.65 -1.47
O: -0.69 0.16 -1.21
S: -2.24 -0.12 -1.15
C: -3.03 1.24 -2.03
C: -4.14 0.56 -2.82
C: -3.47 -0.63 -3.51
C: -2.61 -1.34 -2.45
H: -2.27 1.67 -2.68
H: -3.37 1.98 -1.31
H: -4.58 1.25 -3.54
H: -4.94 0.23 -2.15
H: -2.83 -0.27 -4.32
H: -4.19 -1.32 -3.93
H: -1.64 -1.69 -2.81
H: -3.13 -2.16 -1.96
F: 0.51 4.50 -2.93
B: -0.68 4.66 -2.39
F: -0.41 2.96 -0.96
F: -0.84 5.51 -1.38
F: -1.75 4.12 -2.97

Properties
net charge = +2
Kohn-Sham gap (alpha / beta) = 0.2042 / 0.2148 Ha
highest occupied orbital energy (alpha / beta) = -0.527 / -0.526 Eh

These are the Löwdin partial charges, in e, on atoms 1 to 4: number 1, Ru, carries 1.27; number 2, C, carries -0.03; number 3, C, carries -0.56; number 4, C, carries -0.06

No. 3
A 10-piece molecular cluster, C38H78Cl6N6O12P2 overall in a non-equilibrium geometry. Source: OMol25; level of theory: wB97M-V/def2-TZVPD.

Atoms and positions in Å:
C: 5.47 2.26 -7.13
N: 4.27 2.52 -6.33
C: 3.70 1.34 -5.58
P: 3.24 3.78 -6.75
O: 3.94 4.95 -7.36
N: 2.16 3.10 -7.96
C: 0.99 2.20 -7.58
C: 2.59 3.06 -9.38
N: 2.34 4.12 -5.28
C: 3.18 4.37 -4.07
C: 1.08 4.78 -5.30
H: 6.03 3.19 -7.20
H: 5.22 1.74 -8.06
H: 6.02 1.56 -6.50
H: 3.47 1.56 -4.53
H: 4.46 0.55 -5.59
H: 2.81 0.90 -6.04
H: 0.39 2.63 -6.78
H: 0.33 2.24 -8.44
H: 1.26 1.18 -7.30
H: 3.52 2.51 -9.51
H: 1.85 2.54 -9.98
H: 2.81 4.05 -9.78
H: 3.43 5.43 -3.98
H: 2.67 4.11 -3.14
H: 4.13 3.84 -4.15
H: 0.30 4.11 -5.65
H: 1.11 5.62 -6.01
H: 0.76 5.07 -4.30
C: 0.07 1.14 -1.50
N: -1.28 1.51 -1.12
C: -2.24 1.13 -2.08
P: -1.67 1.74 0.53
O: -1.09 2.96 1.15
N: -3.41 1.90 0.58
C: -4.33 1.06 1.21
C: -4.00 2.95 -0.28
N: -1.26 0.25 1.51
C: -1.29 0.35 2.94
C: -0.96 -1.03 0.86
H: 0.06 1.36 -2.56
H: 0.29 0.08 -1.38
H: 0.80 1.80 -1.02
H: -2.52 1.99 -2.69
H: -3.16 0.73 -1.67
H: -1.88 0.28 -2.67
H: -4.20 0.02 0.91
H: -4.29 1.09 2.30
H: -5.35 1.17 0.84
H: -4.33 3.79 0.32
H: -3.18 3.39 -0.84
H: -4.77 2.51 -0.92
H: -0.59 -0.36 3.37
H: -0.89 1.34 3.18
H: -2.31 0.45 3.31
H: -1.14 -1.86 1.55
H: 0.12 -1.12 0.78
H: -1.32 -0.98 -0.17
O: 2.17 -3.51 -2.84
C: 2.55 -4.43 -2.19
C: 3.57 -5.51 -2.57
C: 3.70 -6.40 -1.35
C: 2.83 -5.80 -0.27
O: 1.99 -4.76 -0.98
H: 3.28 -6.09 -3.44
H: 4.51 -4.99 -2.76
H: 3.05 -7.25 -1.58
H: 4.70 -6.71 -1.02
H: 2.16 -6.57 0.11
H: 3.20 -5.37 0.66
O: -5.12 -2.48 6.10
C: -5.83 -2.17 7.03
C: -5.35 -1.77 8.48
C: -6.66 -1.45 9.14
C: -7.76 -1.62 8.08
O: -7.21 -2.23 6.99
H: -4.89 -2.61 9.01
H: -4.69 -0.91 8.42
H: -6.82 -2.09 10.01
H: -6.64 -0.44 9.55
H: -8.48 -2.31 8.50
H: -8.28 -0.69 7.85
O: -5.65 -3.32 -0.81
C: -4.68 -3.97 -1.25
C: -4.22 -5.31 -0.86
C: -2.95 -5.58 -1.69
C: -2.99 -4.53 -2.78
O: -3.92 -3.55 -2.25
H: -4.09 -5.28 0.22
H: -4.98 -6.04 -1.14
H: -1.99 -5.55 -1.18
H: -3.00 -6.55 -2.18
H: -1.98 -4.14 -2.91
H: -3.25 -4.94 -3.75
O: 5.97 -1.92 -0.52
C: 5.77 -1.76 0.63
C: 4.43 -1.38 1.21
C: 4.58 -1.69 2.69
C: 6.08 -1.96 3.00
O: 6.64 -1.98 1.72
H: 4.33 -0.32 1.02
H: 3.70 -1.69 0.45
H: 4.22 -0.87 3.31
H: 3.99 -2.58 2.93
H: 6.54 -1.12 3.52
H: 6.19 -2.82 3.67
O: 1.85 -2.48 6.82
C: 1.76 -1.57 7.66
C: 2.79 -0.47 7.79
C: 1.86 0.63 8.37
C: 0.72 -0.18 9.01
O: 0.65 -1.48 8.39
H: 3.72 -0.72 8.30
H: 3.22 -0.02 6.89
H: 2.42 1.23 9.09
H: 1.43 1.18 7.53
H: 0.86 -0.35 10.08
H: -0.22 0.32 8.79
Cl: 3.47 7.21 1.74
C: 2.32 6.17 2.62
C: 2.82 4.73 2.84
Cl: 4.43 4.72 3.68
H: 1.39 6.10 2.05
H: 2.28 6.56 3.64
H: 2.79 4.19 1.90
H: 2.10 4.15 3.42
Cl: -5.92 5.11 6.63
C: -5.27 4.35 5.04
C: -3.81 3.94 5.27
Cl: -3.62 2.75 6.53
H: -5.11 5.06 4.23
H: -5.95 3.53 4.84
H: -3.05 4.67 5.54
H: -3.38 3.58 4.34
Cl: -2.00 -1.75 -9.32
C: -1.70 -2.68 -7.80
C: -0.43 -3.56 -7.90
Cl: -0.57 -4.82 -9.19
H: -2.62 -3.23 -7.63
H: -1.65 -1.95 -6.99
H: -0.16 -3.95 -6.93
H: 0.46 -2.93 -8.00

Properties
SMILES = CN(C)P(=O)(N(C)C)N(C)C.CN(C)P(=O)(N(C)C)N(C)C.O=C1CCCO1.O=C1CCCO1.O=C1CCCO1.O=C1CCCO1.O=C1CCCO1.ClCCCl.ClCCCl.ClCCCl
Kohn-Sham gap = 0.2969 Ha
highest occupied orbital energy = -0.299 Eh

These are the Löwdin partial charges, in e, on atoms 1 to 4: number 1, C, carries -0.10; number 2, N, carries -0.32; number 3, C, carries -0.07; number 4, P, carries 0.61

No. 4
An isolated molecule of C11H14N2O in a non-equilibrium geometry. Source: OMol25; level of theory: wB97M-V/def2-TZVPD.

Atoms and positions in Å:
C: -3.65 -0.91 0.01
C: -2.80 -2.00 -0.31
C: -3.12 0.34 0.33
C: -1.46 -1.74 -0.49
C: -1.75 0.63 0.00
C: -0.97 -0.41 -0.47
C: 3.07 0.23 -0.84
C: 2.07 1.08 -1.43
C: 2.88 -0.53 0.28
C: -1.30 2.04 0.40
C: 2.06 -0.21 1.52
N: 0.77 0.79 -1.26
N: 0.38 -0.27 -0.62
O: 3.80 -1.51 0.53
H: -4.70 -1.28 0.20
H: -3.33 -2.89 -0.32
H: -3.78 1.12 0.84
H: -0.61 -2.40 -0.62
H: 4.04 0.02 -1.46
H: 2.44 1.87 -2.20
H: -1.26 2.65 -0.38
H: -1.89 2.38 1.12
H: -0.33 2.10 0.73
H: 2.70 -0.48 2.29
H: 1.02 -0.68 1.28
H: 2.11 0.90 1.48
H: 0.00 1.35 -1.76
H: 3.62 -2.15 1.16

Properties
Kohn-Sham gap (alpha / beta) = 0.2696 / 0.2697 Ha
highest occupied orbital energy (alpha / beta) = -0.246 / -0.246 Eh
relative energy (zero: lowest compared OMol25 entry of this formula, charge and spin) = 5.937 eV

These are the Löwdin partial charges, in e, on atoms 1 to 4: number 1, C, carries -0.11; number 2, C, carries -0.10; number 3, C, carries -0.05; number 4, C, carries -0.03

No. 5
A 2-piece molecular cluster, C4H10OS overall in a non-equilibrium geometry. Source: OMol25; level of theory: wB97M-V/def2-TZVPD.

Atoms and positions in Å:
C: 1.68 0.95 2.00
C: 1.97 -0.47 1.68
O: 1.13 -1.32 1.65
H: 0.74 1.07 2.54
H: 2.54 1.41 2.48
H: 1.49 1.49 1.07
H: 3.00 -0.75 1.42
C: -0.59 0.20 -2.61
S: -0.77 0.38 -0.77
C: -2.12 -0.68 -0.27
H: -1.10 -0.71 -2.91
H: -1.05 1.09 -3.02
H: 0.48 0.12 -2.78
H: -2.66 -1.18 -1.08
H: -2.92 -0.12 0.21
H: -1.82 -1.49 0.40

Properties
SMILES = CC=O.CSC
Kohn-Sham gap = 0.3404 Ha
highest occupied orbital energy = -0.306 Eh
relative energy (zero: lowest compared OMol25 entry of this formula, charge and spin) = 0.854 eV

These are the Löwdin partial charges, in e, on atoms 1 to 4: number 1, C, carries -0.07; number 2, C, carries -0.34; number 3, O, carries 0.02; number 4, H, carries 0.08

No. 6
An isolated molecule of C6H9NO in a non-equilibrium geometry. Source: OMol25; level of theory: wB97M-V/def2-TZVPD.

Atoms and positions in Å:
C: 0.79 -1.48 1.21
C: 0.10 -1.28 0.10
C: -0.02 0.17 -0.17
C: -1.50 0.58 -0.27
N: -1.37 0.50 -1.73
C: 0.08 0.57 -1.66
O: 0.70 0.79 0.83
C: 1.33 -0.16 1.73
H: 1.00 -2.41 1.79
H: -0.43 -1.99 -0.53
H: -2.26 -0.14 0.10
H: -1.74 1.53 0.25
H: -1.76 1.30 -2.19
H: 0.49 1.60 -1.74
H: 0.63 -0.14 -2.29
H: 1.02 0.11 2.70
H: 2.39 -0.09 1.69

Properties
SMILES = C1=CC2(CNC2)OC1
Kohn-Sham gap = 0.3708 Ha
highest occupied orbital energy = -0.333 Eh
relative energy (zero: lowest compared OMol25 entry of this formula, charge and spin) = 2.273 eV

These are the Löwdin partial charges, in e, on atoms 1 to 4: number 1, C, carries -0.04; number 2, C, carries -0.02; number 3, C, carries -0.49; number 4, C, carries -0.13

No. 7
A 2-piece molecular cluster, C2H8NO overall in a non-equilibrium geometry. Source: OMol25; level of theory: wB97M-V/def2-TZVPD.

Atoms and positions in Å:
C: -0.15 -1.31 -0.29
C: -1.52 -1.51 -0.54
N: 0.36 -0.26 0.83
H: 0.71 -1.49 -0.98
H: -1.78 -1.69 -1.56
H: -2.40 -1.04 -0.01
H: 0.43 0.76 0.31
H: 1.35 -0.57 0.97
H: -0.28 -0.28 1.61
H: 0.38 2.96 0.29
H: 1.76 2.44 -0.56
O: 0.92 2.21 -0.11

Properties
net charge = +1
Kohn-Sham gap = 0.4104 Ha
highest occupied orbital energy = -0.546 Eh
relative energy (zero: lowest compared OMol25 entry of this formula, charge and spin) = 2.003 eV

These are the Löwdin partial charges, in e, on atoms 1 to 4: number 1, C, carries -0.07; number 2, C, carries 0.06; number 3, N, carries 0.14; number 4, H, carries 0.12

No. 8
An isolated molecule of C2H5ClS in a non-equilibrium geometry. Source: OMol25; level of theory: wB97M-V/def2-TZVPD.

Atoms and positions in Å:
C: -1.06 -0.75 -0.59
S: -0.73 1.04 -0.19
C: 0.94 0.82 0.59
Cl: 2.06 -0.36 -0.26
H: -1.16 -0.87 -1.60
H: -1.99 -1.07 0.02
H: -0.13 -1.13 -0.24
H: 0.72 0.34 1.52
H: 1.34 1.98 0.76

Properties
SMILES = CSCCl
Kohn-Sham gap = 0.3578 Ha
highest occupied orbital energy = -0.331 Eh
relative energy (zero: lowest compared OMol25 entry of this formula, charge and spin) = 0.527 eV

These are the Löwdin partial charges, in e, on atoms 1 to 4: number 1, C, carries -0.38; number 2, S, carries 0.69; number 3, C, carries -0.87; number 4, Cl, carries 0.47

Repeat the second record exactly.
C23H30BF4NORuS3 as an isolated structure in a non-equilibrium geometry. Source: OMol25; level of theory: wB97M-V/def2-TZVPD.

Atoms and positions in Å:
Ru: -0.14 1.48 0.25
C: 4.10 -4.03 0.22
C: 2.77 -3.68 -0.46
C: 3.06 -2.68 -1.59
C: 2.16 -4.94 -1.07
C: 1.82 -3.10 0.58
C: 1.39 -3.92 1.65
C: 0.54 -3.48 2.63
C: 0.08 -2.17 2.55
S: -1.01 -1.32 3.60
C: -0.87 0.06 2.62
N: -0.07 -0.07 1.59
C: 0.49 -1.34 1.51
C: 1.37 -1.80 0.53
C: -1.53 1.35 2.73
C: -2.40 1.76 3.72
C: -2.94 3.05 3.65
C: -2.62 3.92 2.61
C: -1.75 3.53 1.60
C: -1.21 2.24 1.68
H: 4.80 -4.44 -0.51
H: 3.97 -4.78 1.01
H: 4.56 -3.15 0.67
H: 3.69 -3.16 -2.34
H: 3.60 -1.80 -1.23
H: 2.14 -2.36 -2.09
H: 2.82 -5.34 -1.84
H: 1.19 -4.72 -1.54
H: 2.01 -5.73 -0.33
H: 1.75 -4.94 1.71
H: 0.24 -4.13 3.44
H: 1.68 -1.13 -0.27
H: -2.67 1.10 4.53
H: -3.63 3.37 4.41
H: -3.05 4.91 2.58
H: -1.51 4.20 0.78
C: 2.47 2.11 1.91
S: 2.17 1.91 0.13
C: 2.27 3.62 -0.39
H: 1.72 2.75 2.35
H: 3.46 2.55 2.04
H: 2.46 1.12 2.37
H: 3.23 4.00 -0.04
H: 1.45 4.21 0.03
H: 2.22 3.65 -1.47
O: -0.69 0.16 -1.21
S: -2.24 -0.12 -1.15
C: -3.03 1.24 -2.03
C: -4.14 0.56 -2.82
C: -3.47 -0.63 -3.51
C: -2.61 -1.34 -2.45
H: -2.27 1.67 -2.68
H: -3.37 1.98 -1.31
H: -4.58 1.25 -3.54
H: -4.94 0.23 -2.15
H: -2.83 -0.27 -4.32
H: -4.19 -1.32 -3.93
H: -1.64 -1.69 -2.81
H: -3.13 -2.16 -1.96
F: 0.51 4.50 -2.93
B: -0.68 4.66 -2.39
F: -0.41 2.96 -0.96
F: -0.84 5.51 -1.38
F: -1.75 4.12 -2.97

Properties
net charge = +2
Kohn-Sham gap (alpha / beta) = 0.2042 / 0.2148 Ha
highest occupied orbital energy (alpha / beta) = -0.527 / -0.526 Eh

These are the Löwdin partial charges, in e, on atoms 1 to 4: number 1, Ru, carries 1.27; number 2, C, carries -0.03; number 3, C, carries -0.56; number 4, C, carries -0.06